A | Formula: C2H6N5
Source: the Open Molecules 2025 dataset
Level of theory: the ωB97M-V functional and the def2-TZVPD basis

Output
Kohn-Sham gap: 12.013 eV
SMILES: Cn1nn[n+](C)n1
net charge: +1
lowest unoccupied orbital energy: -5.2 eV

The geometry in XYZ format:
```
13
C2H6N5 | the Open Molecules 2025 dataset | the ωB97M-V functional and the def2-TZVPD basis
C 2.3855 -0.2670 0.1790
N 1.0767 0.2147 -0.1505
N 0.6824 1.4116 -0.2919
N -0.6339 1.4385 -0.4071
N -0.9976 0.2170 -0.1251
C -2.3957 -0.1551 0.0388
N -0.0256 -0.5917 0.0902
H 2.3632 -0.6683 1.1696
H 2.4407 -1.1072 -0.6992
H 3.1684 0.4516 -0.1019
H -2.9548 0.7132 0.2517
H -2.6626 -0.7328 -0.7694
H -2.4469 -0.9245 0.8158
```

***

B | Formula: C2H6N5
Source: the Open Molecules 2025 dataset
Level of theory: the ωB97M-V functional and the def2-TZVPD basis

Output
Kohn-Sham gap (alpha / beta): 7.934 / 8.311 eV
net charge: +1
lowest unoccupied orbital energy (alpha / beta): -5.9 / -5.3 eV

The geometry in XYZ format:
```
13
C2H6N5 | the Open Molecules 2025 dataset | the ωB97M-V functional and the def2-TZVPD basis
C 2.1098 -0.4115 0.0205
C 1.2771 -1.3280 0.3241
N 1.6291 0.9633 -0.1042
N 0.5140 1.2958 -0.1323
N -1.1602 0.0084 -1.1793
N -1.4372 0.5112 1.0167
N -0.5819 0.2671 0.0110
H 3.1759 -0.4255 -0.1598
H 0.6106 -2.0980 0.6038
H -0.6520 -0.6014 -1.8023
H -2.1678 -0.0627 -1.2116
H -2.3099 0.9753 0.7689
H -1.0074 0.9061 1.8447
```

***

The least stable of them is B.